Entry 1:
Formula: C35H26FI2N8O3S2SeZr
Source: the OMol25 dataset
Level of theory: ωB97M-V with the def2-TZVPD basis set

Values from the calculation:
- 2S+1 = 1
- charge = +1
- frontier orbital gap (hartree) = 0.173
- relative energy (zero: lowest compared OMol25 entry of this formula, charge and spin) (kJ/mol) = 203.93

Structure (XYZ):
```
79
C35H26FI2N8O3S2SeZr ωB97M-V with the def2-TZVPD basis set
Zr 14.109 12.711 9.120
I 17.795 19.330 11.405
C 16.574 17.574 11.254
C 15.329 17.464 11.903
C 14.512 16.305 11.665
I 12.602 16.321 12.499
C 15.134 15.196 10.924
O 14.580 13.958 10.856
C 16.461 15.339 10.435
C 17.227 14.195 9.738
N 16.486 13.305 8.787
C 16.483 13.925 7.452
C 15.463 15.047 7.348
C 15.745 16.244 6.817
C 14.759 17.284 6.772
C 13.583 17.057 7.505
C 13.379 15.835 8.176
N 14.224 14.796 7.976
C 17.149 16.541 10.514
H 15.008 18.235 12.550
H 17.675 13.541 10.531
H 18.101 14.670 9.274
H 17.055 12.422 8.834
H 16.337 13.173 6.681
H 17.427 14.437 7.231
H 16.574 16.354 6.133
H 15.030 18.277 6.281
H 12.786 17.730 7.650
H 12.542 15.649 8.872
H 18.190 16.705 10.136
O 8.905 11.782 7.264
C 8.651 12.727 8.083
C 7.419 13.389 8.079
C 7.104 14.195 9.155
C 8.049 14.624 10.115
C 9.383 14.181 9.913
C 9.697 13.231 8.943
C 11.002 12.660 8.737
O 12.093 13.295 9.062
N 11.012 11.405 8.281
N 12.238 10.915 8.252
C 12.317 9.590 8.035
S 13.172 8.980 6.704
C 13.185 7.188 7.179
C 12.670 6.907 8.557
S 11.759 8.416 9.191
H 9.971 11.343 7.690
H 6.735 13.125 7.238
H 6.039 14.555 9.236
H 7.948 15.272 10.915
H 10.190 14.368 10.618
H 14.255 7.010 7.002
H 12.694 6.682 6.328
H 13.496 6.680 9.280
H 11.958 6.118 8.601
Se 17.283 7.801 14.526
N 15.628 8.571 14.376
C 15.484 8.904 13.129
C 14.373 9.684 12.647
C 13.279 9.931 13.406
C 12.324 10.903 12.954
C 12.460 11.495 11.777
N 13.506 11.273 10.980
C 14.466 10.420 11.385
C 15.534 10.167 10.523
N 15.404 10.674 9.226
C 16.343 10.239 8.359
C 17.428 9.455 8.690
C 17.549 8.938 9.962
C 16.607 9.340 10.901
C 16.603 8.688 12.208
N 17.639 8.024 12.723
H 13.186 9.567 14.479
H 11.571 11.197 13.715
H 11.700 12.153 11.449
H 16.218 10.538 7.249
H 18.112 9.165 7.863
H 18.202 8.113 10.290
F 14.311 12.097 7.277
```

Atom charges from the Mulliken analysis, given in e for atoms 1 to 4: Zr 1.324; I 0.047; C -0.479; C -0.280



Entry 2:
Formula: C5H6OS
Source: the OMol25 dataset
Level of theory: ωB97M-V with the def2-TZVPD basis set

Values from the calculation:
- 2S+1 = 1
- charge = 0
- frontier orbital gap (hartree) = 0.311
- relative energy (zero: lowest compared OMol25 entry of this formula, charge and spin) (kJ/mol) = 323.05

Structure (XYZ):
```
13
C5H6OS ωB97M-V with the def2-TZVPD basis set
C -0.528 -0.967 -0.588
C -0.111 -0.477 0.760
C -0.751 0.918 0.719
C 0.092 0.286 -1.100
C 1.238 -0.049 -0.147
H -0.419 -1.067 1.717
H -0.315 1.436 1.668
H -1.761 0.831 0.837
H 0.351 0.283 -2.084
H 1.932 0.744 0.178
H 1.860 -0.873 -0.373
O -0.645 1.382 -0.596
S -0.943 -2.448 -0.992
```

Atom charges from the Mulliken analysis, given in e for atoms 1 to 4: C 0.177; C -0.324; C -0.519; C -0.277



Entry 3:
Formula: C7H20O2Si2
Source: the OMol25 dataset
Level of theory: ωB97M-V with the def2-TZVPD basis set

Values from the calculation:
- 2S+1 = 1
- charge = 0
- frontier orbital gap (hartree) = 0.420
- relative energy (zero: lowest compared OMol25 entry of this formula, charge and spin) (kJ/mol) = 37.64

Structure (XYZ):
```
31
C7H20O2Si2 ωB97M-V with the def2-TZVPD basis set
C -0.339 1.723 1.571
C -1.622 1.067 1.081
C -2.484 2.154 0.416
C -1.413 -0.047 0.063
C -0.663 -1.290 0.589
C -1.726 -2.240 1.147
C 0.077 -2.065 -0.518
O 1.513 -2.058 -0.484
Si 2.321 -0.647 -0.734
O 2.699 -0.432 -2.350
Si 3.927 0.688 -2.602
H -0.612 2.543 2.226
H 0.177 2.170 0.730
H 0.324 1.059 2.113
H -2.192 0.673 1.920
H -3.541 2.004 0.616
H -2.233 3.134 0.807
H -2.323 2.194 -0.657
H -2.404 -0.388 -0.233
H -0.957 0.321 -0.851
H -0.017 -1.048 1.427
H -2.361 -2.582 0.337
H -1.276 -3.111 1.614
H -2.340 -1.752 1.899
H -0.194 -3.108 -0.402
H -0.304 -1.778 -1.497
H 1.530 0.511 -0.307
H 3.572 -0.693 0.043
H 4.203 1.399 -1.335
H 3.528 1.662 -3.629
H 5.129 -0.062 -3.000
```

Atom charges from the Mulliken analysis, given in e for atoms 1 to 4: C -1.637; C 1.042; C -1.519; C -1.296



Entry 4:
Formula: C17H39Br3O11P2
Source: the OMol25 dataset
Level of theory: ωB97M-V with the def2-TZVPD basis set

Values from the calculation:
- 2S+1 = 1
- charge = 0
- frontier orbital gap (hartree) = 0.377

Structure (XYZ):
```
72
C17H39Br3O11P2 ωB97M-V with the def2-TZVPD basis set
C -1.472 0.721 -1.348
Br 0.283 1.009 -0.678
Br -1.885 1.986 -2.712
Br -2.722 0.664 0.015
H -1.463 -0.263 -1.833
C -4.398 -4.047 -0.142
C -2.903 -4.082 -0.362
O -2.438 -3.016 0.447
C -1.335 -2.340 0.035
O -0.933 -2.256 -1.062
O -0.784 -1.665 1.059
C -1.195 -1.891 2.425
H -4.802 -4.789 -0.800
H -4.883 -3.117 -0.444
H -4.601 -4.270 0.844
H -2.639 -3.914 -1.421
H -2.384 -4.994 -0.097
H -0.405 -2.334 2.975
H -2.190 -2.372 2.544
H -1.208 -0.864 2.927
C 1.910 -0.356 2.582
C 2.062 0.887 3.527
O 1.668 0.538 4.866
P 2.072 1.423 6.022
O 3.480 1.339 6.307
O 1.467 2.846 5.690
C 2.032 3.983 6.423
C 2.680 4.955 5.411
O 1.068 0.889 7.188
C 0.836 -0.548 7.322
C -0.487 -0.860 6.738
H 2.809 -0.325 1.928
H 1.977 -1.261 3.204
H 0.959 -0.310 2.025
H 3.050 1.326 3.527
H 1.471 1.747 3.220
H 1.154 4.539 6.831
H 2.732 3.628 7.173
H 3.104 5.698 5.999
H 3.434 4.567 4.805
H 1.871 5.304 4.813
H 1.656 -1.015 6.829
H 0.795 -0.820 8.390
H -0.843 -1.851 6.974
H -1.300 -0.225 7.037
H -0.506 -0.986 5.632
C 2.845 0.808 -3.406
C 1.683 1.271 -4.273
O 1.711 0.599 -5.535
P 0.434 -0.065 -6.186
O 0.537 -0.639 -7.533
O -0.202 -0.802 -4.978
C -1.170 -1.860 -5.093
C -0.522 -3.230 -4.857
O -0.666 1.167 -6.234
C -0.452 2.324 -7.008
C -1.772 2.602 -7.726
H 2.949 1.522 -2.536
H 2.624 -0.256 -3.032
H 3.787 0.678 -3.974
H 0.751 1.247 -3.774
H 1.864 2.319 -4.580
H -1.896 -1.677 -4.322
H -1.704 -1.830 -6.076
H -0.065 -3.805 -5.716
H 0.131 -3.165 -3.981
H -1.372 -3.935 -4.536
H -0.224 3.080 -6.267
H 0.423 2.273 -7.707
H -1.800 2.830 -8.818
H -2.450 1.797 -7.492
H -2.238 3.468 -7.199
```

Atom charges from the Mulliken analysis, given in e for atoms 1 to 4: C 0.487; Br 0.035; Br -0.080; Br -0.071



Question: Look up the charge of the third one.
Answer: 0